C39H55Cl2Ge2HfN2SSeSi2 as an isolated structure at a distorted geometry, computed with ωB97M-V with the def2-TZVPD basis set.

Structure (XYZ):
```
105
Properties=species:S:1:pos:R:3:forces:R:3
C -3.604772 5.095674 -0.552230 -0.063 0.084 -0.036
H 5.014731 -1.348304 -0.068884 -0.009 -0.014 0.072
C 4.237541 0.285995 -4.016056 0.003 0.018 0.012
H -3.757749 -3.560424 -0.604688 -0.062 0.005 -0.061
C 4.411741 1.585067 2.734045 0.008 0.054 -0.004
H 6.082127 1.478904 -1.044679 0.004 0.042 0.068
Si -1.899777 -2.236514 2.227807 -0.077 0.275 0.092
C -0.024968 -2.928249 -0.476509 0.006 0.037 0.072
H 1.872291 -1.201828 -3.367529 -0.053 0.056 0.093
C 1.166959 5.419641 -1.264499 0.028 -0.010 0.026
H -5.586803 0.289252 -0.405096 0.047 0.024 0.048
H -1.974773 -0.363381 3.864160 -0.064 -0.139 -0.031
H 0.804259 1.794352 -3.115052 -0.028 0.062 -0.002
H -3.595382 -0.998037 3.548595 0.075 0.011 0.008
H 0.545390 5.956564 -1.971477 0.051 -0.012 0.013
H -1.728628 -2.864220 -1.765480 0.039 0.038 0.064
C -0.701226 -2.560175 -1.634219 0.000 -0.024 0.012
C 0.206595 0.301101 6.433493 -0.048 0.111 -0.074
H -2.739554 -4.318613 1.093997 0.017 -0.042 0.075
C 4.655585 -0.977680 0.893990 0.079 -0.030 -0.051
C -3.212030 5.359932 0.750836 0.019 0.018 0.031
H 6.827426 1.576566 0.562963 -0.050 0.035 -0.034
C 1.904009 6.117671 -0.312522 -0.036 -0.021 -0.007
C 1.230947 4.035679 -1.324117 0.053 0.038 0.026
C 1.311867 -2.571158 -0.305815 0.068 0.079 -0.041
H -3.619036 6.213948 1.276289 -0.004 -0.041 -0.032
H 5.433447 1.487279 3.111331 -0.022 0.000 -0.042
H 1.400930 -1.363253 7.249653 0.020 0.020 -0.056
Ge 2.277410 1.358998 -0.423771 1.796 1.683 -0.507
C 2.653523 1.002524 -2.328086 -0.195 0.112 -0.123
H 3.372860 3.507606 1.239255 -0.029 0.052 0.043
H -0.327750 0.769387 7.242157 0.007 0.023 -0.064
C 1.780345 1.393648 -3.349470 0.210 0.041 0.000
H -0.526095 -3.531236 0.266482 -0.005 0.103 0.006
H 3.049342 -1.736478 -1.259098 -0.021 0.035 0.025
H -4.981005 0.045979 1.235990 0.026 0.028 -0.047
H -0.560020 -1.606816 -3.562705 -0.014 -0.007 0.055
H 3.313261 5.955145 1.300884 -0.039 -0.016 -0.019
H -2.671623 0.048849 -2.601176 -0.021 -0.023 -0.086
H -0.028078 2.542990 4.072306 0.075 0.007 0.047
H -4.267217 -0.645388 -2.696736 0.050 -0.021 0.113
H -2.225427 -0.011462 1.362206 -0.182 -0.001 0.013
Ge 4.442321 0.973248 0.876086 -0.218 -0.448 0.251
Se 1.180387 0.138731 2.499420 0.891 0.389 -0.695
Si -3.521898 -1.053475 -0.431209 0.097 0.154 -0.071
Cl -3.602291 3.696987 -2.848636 -0.007 0.044 -0.020
H 0.681760 3.532025 -2.104577 -0.096 -0.005 0.053
H 3.119491 -2.161544 5.523308 -0.012 0.062 0.042
H -2.647540 -4.464858 2.847074 0.008 0.087 -0.035
H -0.112443 -3.986587 2.355949 -0.052 0.070 0.055
H 1.852145 7.199236 -0.269980 0.020 -0.062 -0.015
C 2.747161 4.033645 0.532718 -0.157 -0.033 -0.047
C 0.892545 -0.018634 4.343644 -0.774 -0.421 0.007
C 2.711607 5.421634 0.574756 -0.004 -0.006 0.003
H 5.830258 2.917309 -0.041328 0.005 -0.058 0.010
H 4.110083 2.624508 2.841026 0.040 -0.017 0.053
C 1.992160 -1.941355 -1.350919 -0.104 0.093 0.114
C 5.940524 1.832491 -0.024232 -0.048 0.111 -0.180
C -3.261296 -0.802465 -2.286856 0.034 -0.029 -0.177
H 3.646053 0.584603 -6.059000 0.016 0.044 0.038
H 0.654246 -2.395349 2.440303 -0.056 -0.082 0.044
H -2.496724 -1.883493 4.611717 -0.016 0.048 -0.035
C -2.548817 -1.281110 3.699256 -0.059 0.026 0.171
C -0.037877 -1.873827 -2.651489 -0.088 0.070 0.009
C -4.414937 -2.696031 -0.500214 -0.076 -0.110 0.291
C 3.880930 0.437077 -2.681457 -0.110 -0.051 0.067
H -4.327001 5.730859 -1.048880 0.039 -0.034 0.013
C -3.080460 4.012081 -1.237300 -0.011 -0.014 -0.040
C -2.146454 3.168474 -0.628348 0.055 -0.055 0.037
H 1.468027 1.600978 -5.460524 0.016 -0.054 0.028
N 1.476864 -0.932856 5.135821 0.162 -0.131 -0.002
H -1.528559 1.604843 4.130839 -0.007 -0.029 0.013
C 3.371712 0.707071 -5.018704 -0.004 -0.088 0.014
Hf -0.143375 0.015057 -0.110941 -3.019 -0.784 0.475
H -5.063753 -2.669528 -1.381350 0.057 0.047 0.070
C 2.143456 1.264340 -4.682762 -0.014 -0.031 0.012
C 2.008809 3.313533 -0.414264 0.009 -0.021 0.212
H 1.842538 -2.854664 0.594046 -0.022 0.017 -0.012
H -4.228892 1.257304 0.182056 -0.012 -0.041 0.000
C -1.802402 3.455982 0.679593 -0.055 0.053 -0.119
H 1.911755 -2.874919 4.436279 -0.011 0.028 0.024
C 2.432079 -1.959421 4.706919 -0.061 0.001 0.110
C -2.916803 -3.786710 2.030218 -0.208 -0.012 -0.033
S -1.462062 1.826210 -1.511435 1.066 -1.315 0.186
C 1.055499 -0.744948 6.438679 0.127 -0.121 -0.109
H -1.988220 4.715658 2.406404 -0.019 -0.006 -0.056
C 1.325347 -1.618517 -2.532172 0.037 0.032 0.020
H -0.965642 2.462889 5.575731 0.020 -0.032 0.043
H -5.052531 -2.865002 0.368984 0.040 -0.061 -0.060
H -2.875001 -1.694634 -2.786191 -0.196 0.068 -0.001
H 4.566585 0.097155 -1.911397 -0.004 0.027 -0.084
H 3.752550 0.972146 3.341431 0.014 -0.032 0.017
H 2.987261 -1.594346 3.848529 0.011 0.046 -0.018
N 0.117459 0.746423 5.129158 -0.008 0.126 0.114
C -0.225662 -2.962602 2.730194 0.181 -0.164 -0.060
H 3.706121 -1.460545 1.133446 0.058 0.009 0.041
C -4.679575 0.260172 0.206008 -0.115 0.095 -0.009
C -2.302358 4.530365 1.386856 0.043 0.015 0.084
H 5.193947 -0.154810 -4.269866 -0.032 0.022 -0.014
C -1.997592 -0.937665 0.803745 0.857 0.118 -0.533
H -0.223818 -3.036462 3.825192 -0.083 0.006 -0.114
H 5.391078 -1.258149 1.652915 -0.046 0.022 -0.055
C -0.651340 1.909623 4.695800 0.027 -0.022 0.082
Cl -0.688333 2.369700 1.441138 0.167 -0.180 0.122
H -3.987074 -3.591486 2.105550 0.047 -0.068 -0.030
```
Forces are in eV/Å.

Molecular weight = 1113.7 g mol⁻¹
Spin multiplicity = 2
ΔE to the lowest compared entry with this formula, charge and spin = 2.178 eV
Electronic energy = -10128.98326 Eh
Charge = +2